[1]
Here is C41H52AsBBaF2GeN3O5S as an isolated structure from the Open Molecules 2025 dataset. Energies are from ωB97M-V/def2-TZVPD.

Structure (XYZ):
```
108
C41H52AsBBaF2GeN3O5S (ωB97M-V/def2-TZVPD)
Ba -0.6770 0.2465 0.1043
C -3.4467 1.1663 -3.6286
C -2.6312 0.1989 -2.7791
C -3.2859 -1.1700 -2.7724
C -1.2074 0.0971 -3.3390
O -2.5729 0.6395 -1.3924
Ge -2.7379 2.4450 -0.8165
O -2.7723 1.6752 0.9151
C -3.4999 2.2080 2.0238
C -3.6675 1.0645 3.0123
C -2.6865 3.3371 2.6534
C -4.8717 2.7267 1.6029
O -0.8161 2.6254 -0.7874
C -0.1010 3.8705 -0.8273
C 0.8561 3.8010 -2.0061
C -1.0332 5.0680 -0.9911
C 0.6830 4.0066 0.4700
H -3.5888 0.7434 -4.6263
H -2.9444 2.1340 -3.7377
H -4.4279 1.3464 -3.1791
H -3.3399 -1.5695 -3.7893
H -4.2992 -1.0972 -2.3640
H -2.7132 -1.8694 -2.1561
H -1.2261 -0.0592 -4.4222
H -0.6745 -0.7511 -2.8936
H -0.6597 1.0232 -3.1301
H -2.7052 0.5813 3.2103
H -4.3324 0.3015 2.6000
H -4.0883 1.4219 3.9584
H -1.6722 2.9922 2.8772
H -3.1510 3.7031 3.5746
H -2.5995 4.1767 1.9549
H -5.3947 1.9655 1.0154
H -4.7939 3.6303 0.9924
H -5.4736 2.9599 2.4866
H 0.2997 3.7182 -2.9461
H 1.4951 2.9222 -1.9112
H 1.4954 4.6883 -2.0532
H -1.6194 4.9925 -1.9114
H -0.4471 5.9905 -1.0284
H -1.7345 5.1430 -0.1528
H 1.3621 3.1616 0.6102
H 0.0069 4.0210 1.3298
H 1.2748 4.9268 0.4721
S 0.2668 -2.8175 -1.4125
C 1.1356 -2.8614 -2.9344
C 0.9285 -3.8781 -3.8887
C 1.6306 -3.9039 -5.0840
C 2.5699 -2.9187 -5.3832
C 2.7938 -1.9041 -4.4650
C 2.0983 -1.8813 -3.2575
As 2.2149 -0.4633 -1.9538
C 3.6608 0.5963 -2.8041
C 3.2584 1.5942 -3.6901
C 4.1881 2.3679 -4.3773
C 5.5460 2.1535 -4.1829
C 5.9624 1.1544 -3.3093
C 5.0280 0.3789 -2.6282
C 3.3329 -1.2228 -0.5389
C 3.5886 -2.5841 -0.4236
C 4.4023 -3.0553 0.6011
C 4.9738 -2.1710 1.5099
C 4.7213 -0.8085 1.3950
C 3.8913 -0.3397 0.3819
H 0.1941 -4.6438 -3.6654
H 1.4383 -4.6979 -5.7977
H 3.1199 -2.9415 -6.3155
H 3.5153 -1.1310 -4.6936
H 2.2004 1.7657 -3.8574
H 3.8498 3.1361 -5.0622
H 6.2749 2.7557 -4.7121
H 7.0199 0.9719 -3.1604
H 5.3720 -0.4046 -1.9648
H 3.1396 -3.2751 -1.1252
H 4.5904 -4.1194 0.6864
H 5.6082 -2.5425 2.3066
H 5.1775 -0.1093 2.0866
H 3.7001 0.7249 0.3014
O 1.1916 1.6318 2.5844
N 1.2203 0.9235 3.6795
C 0.1750 0.9406 4.5320
C 0.1963 0.2079 5.6990
C 1.2945 -0.5704 6.0096
C 2.3473 -0.5962 5.1113
C 2.2920 0.1508 3.9550
H -0.6525 1.5465 4.2023
H -0.6737 0.2427 6.3408
H 1.3217 -1.1580 6.9179
H 3.2256 -1.2044 5.2845
H 3.0446 0.1563 3.1836
N -0.9165 -4.8093 3.7378
C -2.2666 -4.8356 3.7935
O -2.8878 -5.5699 4.5505
C -2.9958 -3.9259 2.8433
C -4.2469 -3.4551 3.1955
C -4.9274 -2.6331 2.3149
C -4.3324 -2.3244 1.0981
N -3.1381 -2.7921 0.7322
C -2.4880 -3.5727 1.6018
H -0.4226 -5.4062 4.3767
H -0.4092 -4.0667 3.2787
H -4.6697 -3.7507 4.1485
H -5.9066 -2.2383 2.5595
H -4.8338 -1.6770 0.3816
H -1.5313 -3.9612 1.2605
F 0.9313 -2.3976 2.3003
B -0.0596 -1.4288 2.1754
F -0.8547 -1.5545 3.3478
```

Output
Calculated total energy in eV: -193070.391
HOMO in eV: -4.12
Charge: -1
Kohn-Sham gap in Eh: 0.2298

---

[2]
Here is a 4-piece molecular cluster, C37H55F27IN5O12P3S overall from the Open Molecules 2025 dataset. Energies are from ωB97M-V/def2-TZVPD.

Structure (XYZ):
```
141
C37H55F27IN5O12P3S (ωB97M-V/def2-TZVPD)
C 6.3678 -0.9913 0.5679
O 5.3860 0.0007 0.2873
C 4.0724 -0.5240 0.2224
C 3.1604 0.5076 -0.4190
C 2.6031 1.5206 0.5733
C 1.5400 2.4185 -0.0787
C 0.1523 1.7514 -0.0109
C -0.7514 2.0273 -1.2281
C -2.2166 2.3030 -0.8172
C -3.2361 2.0639 -1.9623
C -4.3902 1.0133 -1.8783
C -4.6284 0.2037 -0.6115
N -3.4041 -0.5917 -0.2342
C -3.1665 -0.9084 1.1264
O -3.6952 -1.7025 1.8066
F -2.2836 -0.0569 1.6364
C -2.2950 -0.8712 -1.0023
O -1.2743 -1.2614 -0.5408
F -2.4746 -0.7715 -2.2951
C -4.9970 1.1140 0.6095
P -5.5146 2.9217 0.4173
O -6.9134 2.9231 1.2362
O -5.8776 3.4414 -1.0542
S -4.2633 4.1035 1.2758
N -5.8759 0.4824 1.5959
C -5.3714 0.4119 2.9812
C -6.7353 -0.5107 1.2136
N -7.9512 -0.5043 1.7065
C -8.5049 0.4493 2.6690
N -9.6405 -0.2462 3.2852
N -6.2933 -1.4910 0.3686
C -7.1432 -2.6894 0.2861
C -7.1911 -3.4494 1.6356
C -7.5301 -4.9174 1.4048
F -6.3647 -5.6551 1.2822
C -5.7704 -0.8947 -0.9105
C -5.3270 -1.9525 -1.9271
P -4.4000 -3.4422 -1.4255
O -4.4317 -3.7714 0.0001
O -2.9554 -3.3237 -2.0483
O -5.0414 -4.6125 -2.3262
P -7.4363 -0.2564 -1.6987
O -7.5604 1.2692 -1.1171
I -7.0853 0.0926 -4.0944
H 6.8019 -1.3387 -0.3659
H 7.1314 -0.5451 1.1975
H 5.9223 -1.8387 1.0896
H 3.7233 -0.7950 1.2251
H 4.0893 -1.4297 -0.3939
H 2.3385 -0.0320 -0.8923
H 3.7526 1.0360 -1.1647
H 2.1192 0.9535 1.3754
H 3.3907 2.1049 1.0435
H 1.8041 2.6247 -1.1121
H 1.4824 3.3260 0.5203
H 0.3113 0.6782 0.0735
H -0.3762 2.0753 0.8873
H -0.6916 1.1933 -1.9292
H -0.3491 2.8882 -1.7612
H -2.3729 1.7117 0.0744
H -2.2438 3.3605 -0.5883
H -3.6935 3.0231 -2.1925
H -2.6610 1.8316 -2.8559
H -5.3150 1.5130 -2.1433
H -4.2523 0.3414 -2.7129
H -4.1057 1.3234 1.1945
H -7.2805 3.8171 1.2024
H -6.7934 3.7257 -1.1479
H -5.8039 -0.4476 3.4881
H -4.2918 0.3272 3.0258
H -5.6595 1.3065 3.5328
H -8.6110 -1.2214 1.4369
H -8.9037 1.2945 2.1168
H -7.7708 0.7651 3.4008
H -10.0676 0.4044 3.9381
H -9.2727 -0.9752 3.8931
H -8.1709 -2.4623 -0.0127
H -6.7777 -3.4205 -0.4161
H -6.1708 -3.4204 2.0199
H -7.8862 -3.0010 2.3374
H -8.1405 -5.3332 2.2037
H -8.0852 -5.0427 0.4693
H -6.2278 -2.3709 -2.3845
H -4.8063 -1.5048 -2.7667
H -2.3617 -3.8334 -1.4710
H -6.0031 -4.5508 -2.3217
H -8.4148 1.3454 -0.6732
C -0.8237 -0.9039 4.6141
C -0.7331 0.6305 4.7090
C 0.3456 1.3385 3.8807
F 1.5774 0.9765 4.2740
F 0.2178 2.6727 4.0656
F -0.6550 1.0074 5.9987
F -1.9214 1.1051 4.2159
O -0.2429 -1.6649 5.6535
C 1.0685 -2.0667 5.6268
C 1.8529 -1.4925 6.8117
F 1.8368 -0.1467 6.7749
F 3.1326 -1.9106 6.7252
F 1.6606 -1.7868 4.4543
F 1.0784 -3.4091 5.7691
H -1.8882 -1.1182 4.7020
H -0.5209 -1.2620 3.6295
H 0.2214 1.1175 2.8155
H 1.4165 -1.8334 7.7524
C 11.1510 -1.6308 -1.5813
C 10.0605 -1.8278 -0.5132
C 10.3413 -2.8005 0.6359
F 10.5029 -4.0572 0.1865
F 9.2757 -2.7893 1.4722
F 8.8914 -2.1537 -1.1055
F 9.8957 -0.6106 0.0802
O 11.0134 -2.3315 -2.8036
C 11.5112 -3.5922 -2.9939
C 10.3944 -4.5873 -3.3278
F 9.5025 -4.6508 -2.3206
F 10.9386 -5.8118 -3.4953
F 12.2561 -4.0102 -1.9571
F 12.3205 -3.5474 -4.0745
H 11.0570 -0.5859 -1.8719
H 12.1499 -1.7432 -1.1596
H 11.2300 -2.4946 1.1944
H 9.8833 -4.2840 -4.2433
C 6.0545 5.5579 -4.2580
C 5.0578 5.3808 -3.0992
C 5.3126 4.2547 -2.0935
F 5.2537 3.0463 -2.6845
F 4.3480 4.2972 -1.1455
F 3.8018 5.2812 -3.5861
F 5.1244 6.5307 -2.3695
O 5.6989 5.0242 -5.5211
C 5.9918 3.7400 -5.8901
C 4.7177 2.9439 -6.1932
F 3.9271 2.8811 -5.1040
F 5.0621 1.6852 -6.5427
F 6.7677 3.1116 -4.9915
F 6.6881 3.8001 -7.0463
H 6.0804 6.6324 -4.4299
H 7.0643 5.2697 -3.9661
H 6.2859 4.3735 -1.6102
H 4.1679 3.4141 -7.0105
```

Output
Calculated total energy in eV: -191454.181
HOMO in eV: -10.49
Charge: +1
Kohn-Sham gap in Eh: 0.2625

---

[3]
Here is C28H39ClN5O4SZr as an isolated structure from the Open Molecules 2025 dataset. Energies are from ωB97M-V/def2-TZVPD.

Structure (XYZ):
```
79
C28H39ClN5O4SZr (ωB97M-V/def2-TZVPD)
Zr -0.1557 0.0680 -0.0422
C -3.2296 0.1479 2.2825
C -1.8203 0.6724 2.3333
C -1.4798 1.9175 1.7791
C -0.1838 2.4168 1.8918
C 0.7965 1.6964 2.5694
C 0.4648 0.4732 3.1394
C -0.8193 -0.0425 2.9977
H -3.7446 0.3989 3.2111
H -3.2294 -0.9381 2.1751
H -3.7673 0.5929 1.4485
H -2.2358 2.4870 1.2614
H 0.0532 3.3776 1.4544
H 1.8002 2.0872 2.6683
H 1.2143 -0.0953 3.6689
H -1.0547 -1.0087 3.4255
Cl 4.7374 3.3341 -4.8112
C 3.7957 2.4227 -3.6808
C 4.3136 1.2230 -3.1652
C 3.5972 0.4676 -2.2698
C 2.3224 0.8866 -1.8537
O 1.6274 0.1584 -1.0171
C 1.8145 2.0995 -2.3653
C 0.5448 2.5880 -1.9412
O -0.2186 2.0473 -1.1276
C 2.5638 2.8607 -3.2860
H 5.2954 0.9037 -3.4892
H 3.9905 -0.4547 -1.8639
H 0.2145 3.5456 -2.3658
H 2.1590 3.7888 -3.6702
O -0.7433 -1.4737 -0.6415
C -5.5446 2.3397 -1.9833
N -4.4790 1.4232 -2.3773
C -4.5345 0.7181 -3.5325
C -3.5536 -0.1357 -3.8787
C -2.4485 -0.2589 -2.9755
N -2.3757 0.4418 -1.8500
C -3.3991 1.2840 -1.5070
O -3.3994 1.9184 -0.4616
N -1.4548 -1.0939 -3.3064
H -6.3102 2.3353 -2.7544
H -5.1461 3.3445 -1.8625
H -5.9735 2.0252 -1.0346
H -5.4081 0.8817 -4.1482
H -3.6056 -0.6994 -4.7967
H -1.5003 -1.5977 -4.1729
H -0.6909 -1.2889 -2.6706
C -3.0944 -3.6474 0.2763
C -3.1191 -5.0290 0.9184
C -2.2428 -5.1837 2.1596
C -0.7393 -5.1512 1.8859
N -0.1807 -3.7999 1.8859
C 0.7050 -3.2671 1.0291
S 1.5522 -1.8473 1.4878
N 0.9157 -3.8644 -0.1344
C 1.8200 -3.3617 -1.1672
C 1.6749 -4.1670 -2.4516
C 2.3362 -5.5455 -2.4568
C 1.7457 -6.5588 -1.4809
H -3.6990 -3.6430 -0.6327
H -2.0965 -3.3036 0.0058
H -3.5297 -2.8991 0.9459
H -2.8113 -5.7845 0.1868
H -4.1474 -5.2825 1.1854
H -2.4687 -6.1404 2.6347
H -2.4893 -4.4148 2.9000
H -0.5364 -5.6330 0.9299
H -0.2052 -5.7358 2.6390
H -0.2196 -3.3042 2.7620
H 0.2788 -4.5908 -0.4186
H 2.8452 -3.4129 -0.7919
H 1.5888 -2.3123 -1.3435
H 2.1135 -3.5712 -3.2554
H 0.6084 -4.2594 -2.6943
H 3.4036 -5.4237 -2.2522
H 2.2670 -5.9484 -3.4697
H 1.9346 -6.2849 -0.4419
H 2.1799 -7.5453 -1.6401
H 0.6640 -6.6581 -1.6206
```

Output
Calculated total energy in eV: -69947.938
HOMO in eV: -10.85
Charge: +1
Kohn-Sham gap in Eh: 0.2883

---

[4]
Here is an isolated ion of composition C3H5N2 and charge +1 from the Open Molecules 2025 dataset. Energies are from ωB97M-V/def2-TZVPD.

Structure (XYZ):
```
10
C3H5N2 (ωB97M-V/def2-TZVPD)
C 1.0904 -0.3606 -1.0017
C -0.9435 -0.5374 -0.0278
C -0.0908 0.5790 0.7153
N 1.0824 0.5194 0.0370
N -0.2049 -0.9266 -1.0058
H 0.1455 0.5863 1.7617
H -2.0146 -0.7846 0.2365
H -0.7120 1.6141 0.7476
H 2.0330 0.8952 0.2763
H -0.3857 -1.5848 -1.7390
```

Output
Calculated total energy in eV: -6162.236
HOMO in eV: -14.51
Charge: +1
Kohn-Sham gap in Eh: 0.3074

---

Sequential LUMO energy output: 0.078; -0.123; -0.111; -0.226 hartree